Entry 1:
A structure of composition C15H28FNO5P2S at a distorted geometry, computed with the ωB97M-V functional and the def2-TZVPD basis.

For the molecular weight, the calculation gives 415.4 g/mol. Its multiplicity is 1. For the frontier orbital gap, the calculation gives 9.44 eV. The HOMO energy is -0.32402 hartree.

Element x y z (Å)
C1 2.550 -2.640 4.731
C2 1.970 -3.405 3.540
O1 2.401 -2.854 2.276
P1 1.542 -1.623 1.758
O2 1.771 -0.440 2.587
C3 2.113 -1.321 0.062
C4 2.111 0.177 -0.280
N1 1.616 0.449 -1.675
P2 2.194 2.043 -2.311
C5 3.709 1.563 -3.246
C6 2.704 3.107 -0.905
C7 3.582 4.237 -1.482
S1 -0.051 0.526 -1.717
O3 -0.603 -0.746 -1.443
O4 -0.475 1.056 -2.942
F1 -0.459 1.575 -0.640
O5 0.011 -2.084 1.764
C8 -0.911 -0.967 1.834
C9 -2.291 -1.563 1.677
H1 3.438 -2.125 4.390
H2 1.816 -1.929 5.081
H3 2.835 -3.319 5.527
H4 2.356 -4.416 3.569
H5 0.891 -3.472 3.610
H6 1.590 -1.943 -0.656
H7 3.143 -1.665 0.072
H8 1.547 0.759 0.441
H9 3.135 0.513 -0.258
H10 3.515 0.559 -3.611
H11 4.620 1.555 -2.655
H12 3.774 2.207 -4.110
H13 1.849 3.533 -0.394
H14 3.297 2.610 -0.139
H15 3.583 5.097 -0.825
H16 3.249 4.487 -2.486
H17 4.601 3.874 -1.532
H18 -0.732 -0.266 1.030
H19 -0.814 -0.442 2.777
H20 -3.065 -0.811 1.758
H21 -2.311 -2.087 0.728
H22 -2.407 -2.301 2.467
C10 -6.574 0.690 -1.694
C11 -5.491 1.447 -2.120
C12 -4.199 0.967 -1.954
C13 -3.991 -0.274 -1.368
C14 -5.074 -1.032 -0.945
C15 -6.366 -0.549 -1.104
H23 -7.581 1.066 -1.822
H24 -5.654 2.412 -2.583
H25 -3.353 1.558 -2.282
H26 -2.985 -0.649 -1.243
H27 -4.911 -2.001 -0.490
H28 -7.210 -1.138 -0.770

Results of the Löwdin charge analysis, in e, for atoms 1 through 4: number 1, C, carries -0.07; number 2, C, carries -0.26; number 3, O, carries -0.19; number 4, P, carries 0.48

=====

Entry 2:
An isolated molecule of C15H28N2 at a distorted geometry, computed with the ωB97M-V functional and the def2-TZVPD basis.

For the molecular weight, the calculation gives 236.4 g/mol. Its multiplicity is 1. The SMILES is CC/C(C)=N/[C@H]1CC[C@H](C)[C@H](/N=C(\C)CC)C1. For the frontier orbital gap, the calculation gives 9.33 eV. The HOMO energy is -0.31515 hartree. The value obtained for the energy relative to the best compared isomer or geometry (same formula, charge and spin) is 0.0 kJ/mol.

Element x y z (Å)
C1 -3.088 4.146 -1.238
C2 -2.734 4.149 0.259
C3 -2.000 2.907 0.610
C4 -2.634 1.792 1.465
N1 -0.717 2.895 0.238
C5 0.321 1.858 0.417
C6 0.618 1.401 1.857
C7 1.796 0.458 1.944
C8 1.864 -0.568 0.794
C9 3.097 -0.265 -0.086
C10 0.559 -0.685 -0.022
N2 0.626 -1.687 -1.106
C11 0.278 -2.958 -0.926
C12 -0.067 -3.587 0.416
C13 0.406 -3.856 -2.097
C14 1.780 -4.476 -2.329
C15 0.074 0.679 -0.529
H1 -2.215 4.244 -1.875
H2 -3.595 3.212 -1.470
H3 -3.731 4.990 -1.532
H4 -2.163 5.043 0.505
H5 -3.640 4.151 0.900
H6 -3.731 1.900 1.538
H7 -2.255 1.828 2.476
H8 -2.413 0.760 1.090
H9 1.285 2.301 0.119
H10 0.800 2.231 2.554
H11 -0.230 0.835 2.228
H12 1.725 -0.075 2.909
H13 2.748 1.081 1.967
H14 2.121 -1.541 1.249
H15 4.023 -0.222 0.505
H16 2.995 0.689 -0.619
H17 3.179 -1.038 -0.867
H18 -0.227 -1.016 0.654
H19 -1.121 -3.481 0.618
H20 0.508 -3.152 1.210
H21 0.105 -4.663 0.401
H22 -0.276 -4.645 -1.918
H23 0.098 -3.292 -2.984
H24 2.042 -4.969 -1.430
H25 1.721 -5.201 -3.139
H26 2.512 -3.702 -2.527
H27 -1.023 0.638 -0.772
H28 0.579 0.892 -1.457

Results of the Löwdin charge analysis, in e, for atoms 1 through 4: number 1, C, carries -0.10; number 2, C, carries -0.22; number 3, C, carries -0.32; number 4, C, carries -0.03

=====

Entry 3:
An isolated molecule of C15H28N2O4S at a distorted geometry, computed with the ωB97M-V functional and the def2-TZVPD basis.

For the molecular weight, the calculation gives 332.5 g/mol. Its multiplicity is 1. The SMILES is CCCCS(=O)(=O)N1CCC(C(=O)NC[C@@H]2CCCO2)CC1. For the frontier orbital gap, the calculation gives 10.14 eV. The HOMO energy is -0.34578 hartree. The value obtained for the energy relative to the best compared isomer or geometry (same formula, charge and spin) is 26.1 kJ/mol.

Element x y z (Å)
C1 -5.470 -1.132 -1.185
C2 -4.772 0.144 -0.728
C3 -4.191 -0.010 0.676
C4 -3.366 1.194 1.089
S1 -1.815 1.297 0.137
O1 -2.106 1.695 -1.209
O2 -0.900 2.120 0.884
N1 -1.297 -0.306 0.103
C5 -0.657 -0.690 1.347
C6 -0.351 -2.186 1.350
C7 0.550 -2.532 0.160
C8 1.929 -1.907 0.400
O3 2.327 -1.660 1.521
N2 2.720 -1.749 -0.690
C9 3.909 -0.935 -0.593
C10 3.622 0.510 -1.069
C11 4.650 1.520 -0.516
C12 3.808 2.453 0.369
C13 2.536 1.636 0.598
O4 2.352 0.928 -0.614
C14 -0.169 -2.087 -1.116
C15 -0.471 -0.593 -1.060
H1 -4.767 -1.961 -1.214
H2 -5.888 -1.002 -2.180
H3 -6.279 -1.392 -0.505
H4 -5.485 0.971 -0.735
H5 -3.967 0.395 -1.417
H6 -5.004 -0.154 1.394
H7 -3.552 -0.894 0.704
H8 -3.068 1.161 2.133
H9 -3.880 2.131 0.890
H10 -1.339 -0.441 2.161
H11 0.268 -0.121 1.494
H12 0.155 -2.438 2.281
H13 -1.281 -2.753 1.283
H14 0.709 -3.618 0.130
H15 2.307 -1.821 -1.605
H16 4.714 -1.375 -1.188
H17 4.191 -0.935 0.462
H18 3.573 0.520 -2.165
H19 5.144 2.063 -1.318
H20 5.410 1.002 0.068
H21 4.306 2.709 1.301
H22 3.565 3.370 -0.167
H23 1.636 2.230 0.765
H24 2.669 0.930 1.429
H25 0.403 -2.315 -2.017
H26 -1.112 -2.636 -1.182
H27 -1.040 -0.272 -1.933
H28 0.461 -0.017 -1.018

Results of the Löwdin charge analysis, in e, for atoms 1 through 4: number 1, C, carries -0.11; number 2, C, carries -0.27; number 3, C, carries -0.25; number 4, C, carries -0.21

=====

Entry 4:
A cluster of 3 separate species, C15H28N2O6 in total at a distorted geometry, computed with the ωB97M-V functional and the def2-TZVPD basis.

For the molecular weight, the calculation gives 332.4 g/mol. Its multiplicity is 1. The SMILES is O=C1C=CC(=O)C(COO)=C1.COC[C@@H](C)N.COC[C@@H](C)N. For the frontier orbital gap, the calculation gives 7.33 eV. The HOMO energy is -0.33596 hartree. The value obtained for the energy relative to the best compared isomer or geometry (same formula, charge and spin) is 1072.2 kJ/mol.

Element x y z (Å)
O1 0.553 -2.806 -4.173
C1 0.763 -2.864 -2.855
C2 0.669 -4.343 -2.081
C3 0.000 -4.367 -0.747
C4 -0.540 -2.905 -0.145
O2 -1.681 -2.746 0.532
C5 0.454 -1.610 -0.507
C6 0.756 -0.411 0.584
O3 2.017 -0.820 1.287
O4 1.778 -1.875 2.025
C7 1.107 -1.580 -1.875
H1 1.123 -5.305 -2.595
H2 -0.127 -5.354 -0.131
H3 1.006 0.595 0.039
H4 -0.064 -0.331 1.416
H5 2.046 -2.713 1.540
H6 1.827 -0.701 -2.205
C8 -2.961 -0.111 3.373
O5 -2.084 0.732 4.106
C9 -2.403 0.849 5.495
C10 -1.862 -0.307 6.370
C11 -2.677 -1.592 6.251
N1 -0.456 -0.604 6.062
H7 -3.990 -0.056 3.738
H8 -2.598 -1.140 3.400
H9 -2.948 0.214 2.327
H10 -1.921 1.776 5.829
H11 -3.480 0.993 5.638
H12 -1.923 0.018 7.416
H13 -2.492 -2.124 5.315
H14 -2.422 -2.281 7.065
H15 -3.750 -1.383 6.319
H16 0.100 0.235 6.235
H17 -0.388 -0.733 5.048
C12 1.742 0.635 -4.649
O6 2.226 1.608 -3.735
C13 2.700 2.810 -4.348
C14 1.588 3.830 -4.691
C15 0.790 3.461 -5.938
N2 0.659 4.012 -3.566
H18 2.302 0.636 -5.589
H19 0.679 0.795 -4.836
H20 1.850 -0.350 -4.184
H21 3.364 3.274 -3.608
H22 3.322 2.584 -5.221
H23 2.075 4.791 -4.892
H24 0.082 2.647 -5.762
H25 0.204 4.322 -6.283
H26 1.454 3.165 -6.756
H27 1.185 4.350 -2.759
H28 0.346 3.081 -3.277

Results of the Löwdin charge analysis, in e, for atoms 1 through 4: number 1, O, carries -0.04; number 2, C, carries -0.22; number 3, C, carries 0.01; number 4, C, carries 0.01

=====

Entry 5:
The ion C15H28N3O2S with charge +1, computed with the ωB97M-V functional and the def2-TZVPD basis.

For the molecular weight, the calculation gives 314.5 g/mol. Its multiplicity is 1. The charge is +1. The SMILES is CCC[NH+](CCC)CCSc1nc(O)c(C(C)C)c(=O)[nH]1. For the frontier orbital gap, the calculation gives 9.32 eV. The HOMO energy is -0.43487 hartree. The value obtained for the energy relative to the best compared isomer or geometry (same formula, charge and spin) is 8.2 kJ/mol.

Element x y z (Å)
C1 2.633 1.640 0.496
C2 1.955 2.960 0.148
C3 0.440 2.929 0.338
N1 -0.303 2.121 -0.660
C4 -1.755 2.072 -0.342
C5 -2.075 1.486 1.032
C6 -3.535 1.048 1.089
C7 -0.088 2.593 -2.052
C8 0.864 1.707 -2.842
S1 0.091 0.187 -3.518
C9 0.163 -0.910 -2.153
N2 0.293 -0.448 -0.945
C10 0.343 -1.341 0.094
O1 0.471 -0.708 1.274
C11 0.249 -2.691 -0.069
C12 0.291 -3.711 1.048
C13 1.634 -3.713 1.786
C14 -0.891 -3.560 2.012
C15 0.084 -3.218 -1.408
O2 -0.028 -4.370 -1.734
N3 0.058 -2.215 -2.416
H1 3.710 1.744 0.404
H2 2.315 0.830 -0.154
H3 2.407 1.358 1.521
H4 2.221 3.267 -0.864
H5 2.336 3.730 0.820
H6 0.234 2.505 1.320
H7 0.040 3.946 0.305
H8 0.042 1.087 -0.630
H9 -2.228 1.443 -1.100
H10 -2.165 3.082 -0.423
H11 -1.432 0.627 1.222
H12 -1.903 2.224 1.816
H13 -3.734 0.260 0.366
H14 -4.196 1.884 0.879
H15 -3.772 0.669 2.078
H16 0.302 3.613 -2.025
H17 -1.047 2.625 -2.574
H18 1.198 2.237 -3.734
H19 1.733 1.404 -2.263
H20 0.555 -1.362 1.983
H21 0.188 -4.682 0.554
H22 2.453 -3.819 1.078
H23 1.804 -2.810 2.373
H24 1.666 -4.558 2.468
H25 -0.900 -4.400 2.702
H26 -1.830 -3.567 1.462
H27 -0.847 -2.647 2.604
H28 -0.041 -2.551 -3.368

Results of the Löwdin charge analysis, in e, for atoms 1 through 4: number 1, C, carries -0.08; number 2, C, carries -0.21; number 3, C, carries -0.13; number 4, N, carries -0.13